Density functional theory data (wB97M-V/def2-TZVPD) for a structure of composition C40H42IrN4O4SSb at a distorted geometry.

Geometry (Å):
Ir (0.618, -0.928, -0.830)
C (-2.984, 1.215, 4.705)
O (-1.879, 1.775, 5.407)
C (-0.927, 2.493, 4.756)
C (-0.371, 3.538, 5.493)
C (0.638, 4.325, 4.975)
C (1.104, 4.096, 3.685)
C (0.556, 3.067, 2.945)
C (-0.439, 2.240, 3.471)
N (-0.930, 1.144, 2.693)
C (-0.118, 0.460, 1.816)
N (1.074, 0.136, 2.335)
C (2.164, -0.622, 1.853)
C (2.125, -1.277, 0.616)
C (3.183, -2.124, 0.290)
C (4.286, -2.274, 1.114)
C (4.350, -1.559, 2.291)
C (3.298, -0.741, 2.687)
O (3.560, -0.130, 3.884)
C (2.642, 0.520, 4.745)
N (-0.536, 0.121, 0.622)
C (-1.735, 0.725, 0.122)
C (-1.909, 2.100, 0.035)
C (-2.986, 2.649, -0.653)
C (-3.827, 1.814, -1.368)
C (-3.605, 0.437, -1.359)
C (-2.723, -0.106, -0.438)
O (-2.598, -1.439, -0.228)
C (-3.649, -2.271, -0.695)
H (-3.739, 1.012, 5.460)
H (-2.720, 0.283, 4.207)
H (-3.393, 1.932, 3.988)
H (-0.764, 3.710, 6.487)
H (1.048, 5.130, 5.569)
H (1.880, 4.717, 3.260)
H (0.902, 2.884, 1.933)
H (-1.877, 1.236, 2.359)
H (1.150, 0.433, 3.291)
H (3.120, -2.723, -0.608)
H (5.090, -2.947, 0.845)
H (5.201, -1.627, 2.954)
H (3.204, 0.742, 5.648)
H (1.809, -0.134, 5.026)
H (2.281, 1.470, 4.339)
H (-1.151, 2.755, 0.450)
H (-3.127, 3.721, -0.662)
H (-4.612, 2.226, -1.987)
H (-4.426, -0.188, -1.684)
H (-3.448, -3.263, -0.298)
H (-3.665, -2.316, -1.787)
H (-4.619, -1.929, -0.329)
O (-0.231, -2.558, 0.739)
N (-0.637, -3.689, 0.232)
C (-1.266, -4.573, 1.045)
C (-1.710, -5.779, 0.571)
C (-1.492, -6.110, -0.765)
C (-0.850, -5.203, -1.577)
C (-0.446, -3.969, -1.070)
S (0.271, -2.793, -2.133)
H (-1.361, -4.231, 2.064)
H (-2.219, -6.452, 1.245)
H (-1.822, -7.060, -1.160)
H (-0.652, -5.417, -2.618)
C (3.667, -2.436, -3.163)
Sb (2.529, -0.750, -2.541)
C (4.045, 0.580, -1.884)
C (2.041, -0.009, -4.465)
H (4.358, -2.068, -3.922)
H (3.015, -3.192, -3.594)
H (4.229, -2.865, -2.339)
H (4.074, 1.438, -2.555)
H (4.998, 0.054, -1.910)
H (3.845, 0.907, -0.867)
H (2.958, 0.407, -4.883)
H (1.276, 0.759, -4.406)
H (1.690, -0.823, -5.097)
C (-2.732, 1.398, -5.063)
C (-2.625, 0.137, -4.444)
C (-1.832, -0.034, -3.340)
C (-0.872, 0.953, -2.977)
C (0.158, 0.765, -2.004)
C (0.950, 1.839, -1.672)
C (0.781, 3.120, -2.237)
C (-0.175, 3.312, -3.188)
C (-1.010, 2.237, -3.579)
C (-1.974, 2.433, -4.599)
H (-3.411, 1.543, -5.892)
H (-3.256, -0.675, -4.781)
H (-1.596, -1.062, -3.078)
H (1.718, 1.722, -0.912)
H (1.423, 3.934, -1.924)
H (-0.313, 4.278, -3.657)
H (-2.070, 3.423, -5.029)

For the total energy, the calculation gives -76514.4650 eV. The multiplicity is 2. The LUMO energy (spin up / spin down) is -0.111 / -0.117 Ha. The largest force on an atom comes out at 2.7 eV Å⁻¹. As for the net charge: +1. The value obtained for the HOMO-LUMO gap (spin up / spin down) is 6.353 / 6.865 eV. Its HOMO energy (spin up / spin down) is -0.3445 / -0.3690 hartree.

Mulliken population analysis, charges in e, atoms 1 to 6: number 1, Ir, carries 1.38; number 2, C, carries -0.75; number 3, O, carries -0.51; number 4, C, carries 0.35; number 5, C, carries -0.45; number 6, C, carries -0.66


Density functional theory data (wB97M-V/def2-TZVPD) for a cluster of 2 separate species, C26H35N2 in total at a distorted geometry.

Geometry (Å):
C (3.225, 1.251, 4.583)
C (2.926, 0.943, 3.145)
C (2.778, 1.977, 2.219)
C (2.536, 1.736, 0.864)
C (2.414, 2.965, 0.005)
C (2.419, 0.405, 0.409)
C (2.178, 0.036, -1.052)
C (3.392, 0.406, -1.923)
C (0.835, 0.580, -1.596)
C (-0.399, 0.166, -0.940)
C (-1.599, 0.893, -1.062)
C (-2.662, 0.630, -0.131)
C (-2.395, -0.230, 1.061)
C (-3.909, 1.199, -0.274)
C (-4.148, 2.186, -1.241)
C (-5.515, 2.786, -1.347)
C (-3.090, 2.562, -2.077)
C (-1.837, 1.958, -2.032)
C (-0.823, 2.574, -2.961)
C (2.576, -0.638, 1.337)
C (2.516, -2.069, 0.871)
C (2.801, -0.368, 2.687)
H (3.284, 0.326, 5.165)
H (4.180, 1.782, 4.688)
H (2.453, 1.891, 5.031)
H (2.864, 3.010, 2.567)
H (2.579, 2.789, -1.059)
H (1.431, 3.446, 0.129)
H (3.154, 3.717, 0.326)
H (2.113, -1.061, -1.131)
H (4.260, -0.162, -1.565)
H (3.209, 0.137, -2.973)
H (3.646, 1.472, -1.872)
H (0.826, 1.662, -1.433)
H (0.764, 0.353, -2.676)
H (-0.317, -0.618, -0.179)
H (-3.314, -0.373, 1.639)
H (-2.057, -1.208, 0.732)
H (-1.636, 0.185, 1.736)
H (-4.721, 0.901, 0.400)
H (-5.549, 3.585, -2.091)
H (-6.245, 2.021, -1.634)
H (-5.831, 3.185, -0.376)
H (-3.238, 3.366, -2.810)
H (-1.394, 3.213, -3.654)
H (-0.129, 3.273, -2.461)
H (-0.253, 1.869, -3.576)
H (2.597, -2.754, 1.723)
H (1.559, -2.285, 0.376)
H (3.324, -2.314, 0.163)
H (2.898, -1.202, 3.387)
C (-1.150, -5.621, 1.173)
N (-1.161, -4.468, 0.290)
C (-0.624, -3.239, 0.526)
N (-0.840, -2.431, -0.516)
C (-1.523, -3.164, -1.451)
C (-1.745, -4.433, -0.973)
H (-1.743, -6.408, 0.708)
H (-0.134, -5.985, 1.333)
H (-1.580, -5.373, 2.144)
H (-0.115, -3.003, 1.453)
H (-1.817, -2.748, -2.393)
H (-2.245, -5.278, -1.410)

For the total energy, the calculation gives -30503.4410 eV. The LUMO energy is -0.170 Ha. The largest force on an atom comes out at 2.0 eV Å⁻¹. As for the net charge: +1. The value obtained for the HOMO-LUMO gap is 6.334 eV. Its HOMO energy is -0.4029 hartree.

Mulliken population analysis, charges in e, atoms 1 to 6: number 1, C, carries -1.50; number 2, C, carries 0.66; number 3, C, carries -0.81; number 4, C, carries 1.75; number 5, C, carries -2.23; number 6, C, carries 0.37


Density functional theory data (wB97M-V/def2-TZVPD) for a cluster of 8 separate species, C32H32Cl6N6 in total at a distorted geometry.

Geometry (Å):
Cl (-8.471, 11.429, 9.377)
C (-8.843, 12.498, 7.987)
Cl (-8.179, 14.134, 8.312)
Cl (-10.521, 12.574, 7.699)
H (-8.447, 12.138, 7.037)
Cl (-8.879, 12.302, 4.083)
C (-8.905, 11.820, 2.366)
Cl (-10.448, 11.346, 1.698)
Cl (-7.721, 10.514, 2.033)
H (-8.638, 12.722, 1.816)
C (-9.205, 15.735, 0.965)
C (-10.314, 14.925, 1.080)
C (-11.505, 15.475, 1.612)
N (-11.625, 16.789, 1.970)
C (-10.505, 17.584, 1.919)
C (-9.285, 17.095, 1.406)
H (-8.315, 15.324, 0.512)
H (-10.287, 13.905, 0.727)
H (-12.351, 14.813, 1.499)
H (-10.628, 18.637, 2.125)
H (-8.486, 17.819, 1.328)
C (-14.261, 10.359, -0.940)
C (-13.990, 9.959, 0.352)
C (-14.903, 9.156, 1.066)
N (-16.071, 8.679, 0.539)
C (-16.229, 9.011, -0.809)
C (-15.349, 9.857, -1.529)
H (-13.535, 11.036, -1.365)
H (-13.077, 10.299, 0.818)
H (-14.639, 8.753, 2.033)
H (-17.074, 8.578, -1.324)
H (-15.414, 10.054, -2.589)
C (-8.375, 5.741, 1.731)
C (-8.734, 6.993, 2.258)
C (-9.567, 6.962, 3.386)
N (-9.912, 5.802, 4.014)
C (-9.546, 4.671, 3.402)
C (-8.821, 4.485, 2.239)
H (-7.785, 5.656, 0.830)
H (-8.300, 7.878, 1.817)
H (-10.018, 7.825, 3.853)
H (-9.894, 3.823, 3.973)
H (-8.430, 3.568, 1.823)
C (-12.623, 8.554, 5.239)
C (-12.235, 9.649, 4.492)
C (-13.157, 10.595, 3.929)
N (-14.466, 10.463, 4.197)
C (-14.840, 9.454, 4.988)
C (-14.008, 8.442, 5.483)
H (-11.928, 7.825, 5.629)
H (-11.181, 9.803, 4.316)
H (-12.917, 11.467, 3.339)
H (-15.919, 9.411, 4.974)
H (-14.213, 7.571, 6.088)
C (-7.704, 13.704, -2.700)
C (-8.983, 13.533, -3.332)
C (-9.882, 12.566, -2.828)
N (-9.554, 11.749, -1.789)
C (-8.302, 11.872, -1.247)
C (-7.363, 12.844, -1.665)
H (-6.973, 14.430, -3.022)
H (-9.197, 14.228, -4.130)
H (-10.882, 12.488, -3.228)
H (-7.881, 11.097, -0.624)
H (-6.321, 12.833, -1.382)
C (-5.476, 11.986, 6.939)
C (-5.789, 10.695, 7.319)
C (-5.971, 9.681, 6.366)
N (-6.073, 9.902, 5.088)
C (-5.809, 11.216, 4.640)
C (-5.395, 12.188, 5.535)
H (-5.335, 12.683, 7.752)
H (-5.834, 10.440, 8.368)
H (-5.985, 8.697, 6.811)
H (-5.899, 11.360, 3.573)
H (-5.125, 13.164, 5.160)

For the total energy, the calculation gives -117774.3388 eV. The LUMO energy is 0.006 Ha. The largest force on an atom comes out at 3.5 eV Å⁻¹. Its SMILES is ClC(Cl)Cl.ClC(Cl)Cl.c1ccncc1.c1ccncc1.c1ccncc1.c1ccncc1.c1ccncc1.c1ccncc1. As for the net charge: 0. The value obtained for the HOMO-LUMO gap is 9.423 eV. Its HOMO energy is -0.3402 hartree.

Mulliken population analysis, charges in e, atoms 1 to 6: number 1, Cl, carries -0.13; number 2, C, carries 0.72; number 3, Cl, carries -0.14; number 4, Cl, carries -0.11; number 5, H, carries -0.37; number 6, Cl, carries -0.02


In eV, the ΔE to the lowest compared entry with this formula, charge and spin values for the records above are, in order, 2.932, 1.145, 2.279.